Arrangement one

11
Properties=species:S:1:pos:R:3 method="wB97M-V/def2-TZVPD" spin_multiplicity=1 total_charge=0 smiles="S=COCCCl" homo_ha=-0.337
C 0.19483 -0.15183 0.68640
H -1.95382 2.03130 -0.54962
Cl 2.59702 0.31935 -0.49687
H 1.56179 -1.66007 0.18318
C -1.70844 1.01647 -0.33710
H 0.84774 -0.80430 -1.27584
H 0.76514 0.25511 1.49967
C 1.25904 -0.77339 -0.31040
H -0.43299 -0.97100 0.96689
O -0.46383 1.02892 0.10372
S -2.66649 -0.29056 -0.47003

---

Arrangement two

11
Properties=species:S:1:pos:R:3 method="wB97M-V/def2-TZVPD" spin_multiplicity=1 total_charge=0 homo_ha="-0.321 / -0.281"
C 0.65203 0.74588 -0.09793
Cl -2.20664 -0.68336 1.45136
O -2.94894 0.51418 -0.82561
C -2.10485 0.20893 -0.06613
S 0.98183 1.29330 1.51659
H 0.86898 -1.34736 0.19301
H 0.28536 -0.90745 -1.57553
C 0.93065 -0.69743 -0.63718
H 0.50848 0.09373 1.94650
H 1.03595 1.43147 -0.85752
H 1.99715 -0.65190 -1.04755

---

Which one is most stable, and which one is least stable? arrangement one is the most stable of them, while arrangement two is the least stable.

---

Arrangement one

7
Properties=species:S:1:pos:R:3 method="wB97M-V/def2-TZVPD" spin_multiplicity=1 total_charge=0 smiles=N.O homo_ha=-0.375
H -2.28045 -5.13057 -1.37347
O -1.82808 -4.28108 -1.57840
H 0.73668 -0.22161 -0.67735
H -1.76787 -3.81702 -0.71279
N 0.00000 0.00000 0.00000
H 0.46730 0.24941 0.87753
H -0.51617 -0.86836 0.17363

---

Arrangement two

7
Properties=species:S:1:pos:R:3 method="wB97M-V/def2-TZVPD" spin_multiplicity=1 total_charge=0 smiles=N.O homo_ha=-0.320
H 0.59569 2.19775 -0.19320
H -0.09338 -2.09032 0.49162
H 1.15830 1.41185 -1.26219
O 0.79090 1.26492 -0.36791
H -0.21260 -0.40517 0.14599
N -0.63812 -1.25136 0.47717
H -1.60078 -1.12766 0.70851

---

Which one is most stable, and which one is least stable? arrangement one is the most stable of them, while arrangement two is the least stable.